48
Properties=species:S:1:pos:R:3 method="wB97M-V/def2-TZVPD" charge=+1 max_force_ev_per_a=2.37 energy_ha=-1759.205172 lumo_ha=-0.16615
C 1.0773 -2.4255 -4.5344
C 2.4394 -0.0283 -5.3177
H 2.2741 3.3257 0.1039
H -1.9228 -1.2997 2.5235
O 3.3360 -1.3478 -7.0444
C 0.9130 -1.1655 -3.7839
C 2.6152 -1.2951 -6.0792
I -0.6512 4.1366 2.4687
H -0.3881 0.9791 1.9570
C 1.4098 3.6338 1.9673
C 1.6048 0.6307 2.2272
O 0.1819 -1.1085 -2.8027
H 2.9870 0.8312 -5.6825
H -1.1188 -2.7100 0.8207
H -3.9713 -0.8750 3.3624
C -1.5040 -1.7592 0.4722
F -5.6936 0.1409 0.7754
C 1.5498 2.8059 0.7226
H -2.1794 -1.9804 -0.3434
N 0.2468 0.1730 1.9058
H -5.2337 -1.8460 2.6290
O 2.4217 -0.5668 2.1622
H -2.2820 0.0039 1.4287
C -2.3354 -1.0769 1.5434
C 0.3675 -0.1360 0.5223
H 2.8687 1.3634 3.7766
C 2.0751 1.3642 0.9738
C -5.2028 0.2018 2.0323
H 0.5233 -3.2809 -4.1695
F -4.3645 1.2700 2.0936
F -6.2236 0.4375 2.8901
O -3.6488 -1.5427 1.4147
O 2.3055 3.9679 2.6917
N -0.4004 -0.9760 -0.0828
H -0.1822 -1.1580 -1.0656
H 1.9344 0.0652 -0.7461
H 1.9363 -1.2559 2.6186
H 0.6389 2.7715 0.1500
H 1.2596 2.0916 3.8042
C 1.8206 1.1879 3.6041
H 2.0068 -3.4007 -6.1695
C -4.4987 -1.0789 2.4334
H 1.4538 0.4516 4.3077
H 1.4986 0.9399 -3.6849
N 1.3797 0.5214 -0.0393
H 3.1296 1.3180 0.7678
C 1.8687 -2.4894 -5.6022
C 1.6467 0.0282 -4.2508